Molecular formula: C52H60BIP
Method: DFT, the ωB97M-V functional and the def2-TZVPD basis

- Largest force on an atom: 0.66 eV Å⁻¹
- Lowest unoccupied orbital energy: 1.91 eV
- Energy: -72965.118 eV
- HOMO-LUMO gap: 5.56 eV
- E_HOMO: -0.1343 Ha

The geometry in ORCA input format:
```
! RIJCOSX wB97M-V def2-TZVPD def2/J DEFGRID3
* xyz -1 1
C 3.6242 3.5381 5.2519
C 2.1704 3.3594 4.8112
P 1.3080 4.7784 3.9443
B -0.2644 5.2260 5.0660
I -0.7317 7.4638 5.0530
C 2.4899 6.2097 3.9589
C 2.8979 6.9145 5.2602
H 3.9043 2.8011 6.0094
H 3.8085 4.5192 5.6809
H 4.3140 3.4100 4.4135
H 1.5726 3.0419 5.6700
H 2.1344 2.5368 4.0932
H -1.2276 4.7236 4.5395
H -0.1616 4.8567 6.2178
H 3.3803 5.8995 3.4035
H 1.9632 6.9197 3.3179
H 3.7899 6.4674 5.7006
H 2.0916 6.8651 5.9916
H 3.1198 7.9718 5.0959
C 1.6733 -2.0705 1.0271
C 1.2089 -0.7989 0.7165
C 1.9277 0.3238 1.1005
C 3.1099 0.1709 1.8151
C 3.5725 -1.0992 2.1339
C 2.8563 -2.2205 1.7348
H 1.1121 -2.9463 0.7187
H 0.2832 -0.6913 0.1652
H 1.5675 1.3160 0.8595
H 3.6661 1.0463 2.1258
H 4.4932 -1.2176 2.6922
H 3.2184 -3.2111 1.9809
C -0.0049 -0.5446 -2.7021
C -0.1607 -1.8913 -2.4230
C -1.2425 -2.5871 -2.9426
C -2.1616 -1.9334 -3.7550
C -1.9998 -0.5797 -4.0331
C -0.9246 0.1184 -3.4994
H 0.8338 -0.0112 -2.2715
H 0.5592 -2.3920 -1.7876
H -1.3678 -3.6373 -2.7080
H -3.0090 -2.4704 -4.1639
H -2.7220 -0.0634 -4.6539
H -0.8172 1.1783 -3.6935
C -3.2718 3.0073 -3.3954
C -2.9000 3.2164 -4.7164
C -2.5515 4.4905 -5.1436
C -2.5710 5.5503 -4.2474
C -2.9399 5.3392 -2.9260
C -3.2934 4.0668 -2.4991
H -3.5351 2.0114 -3.0586
H -2.8791 2.3868 -5.4134
H -2.2606 4.6560 -6.1733
H -2.2923 6.5429 -4.5776
H -2.9453 6.1630 -2.2244
H -3.5750 3.9016 -1.4674
C -6.1982 -1.6503 -4.2281
C -7.3130 -1.7846 -5.0439
C -7.8926 -0.6603 -5.6156
C -7.3575 0.5971 -5.3730
C -6.2427 0.7326 -4.5570
C -5.6645 -0.3925 -3.9848
H -5.7459 -2.5256 -3.7784
H -7.7311 -2.7652 -5.2334
H -8.7638 -0.7644 -6.2501
H -7.8100 1.4738 -5.8186
H -5.8236 1.7129 -4.3672
H -4.7978 -0.2876 -3.3443
C 1.3832 -3.9007 -5.0244
C 1.7349 -5.2417 -5.0987
C 3.0615 -5.6222 -4.9439
C 4.0385 -4.6627 -4.7225
C 3.6855 -3.3237 -4.6276
C 2.3583 -2.9449 -4.7704
H 0.3485 -3.5973 -5.1184
H 0.9744 -5.9991 -5.2434
H 3.3305 -6.6703 -4.9771
H 5.0722 -4.9605 -4.5994
H 4.4421 -2.5761 -4.4257
H 2.0780 -1.9042 -4.6684
C 0.4072 -5.8203 0.6168
C 0.2013 -5.3491 -0.6733
C 1.2656 -4.8442 -1.4081
C 2.5368 -4.8092 -0.8499
C 2.7429 -5.2783 0.4395
C 1.6784 -5.7839 1.1736
H -0.4241 -6.2092 1.1909
H -0.7932 -5.3701 -1.1018
H 1.1164 -4.4594 -2.4076
H 3.3613 -4.4029 -1.4223
H 3.7338 -5.2417 0.8752
H 1.8380 -6.1454 2.1822
C -4.2689 5.6591 4.6226
C -4.3447 4.2772 4.7374
C -5.4621 3.5990 4.2705
C -6.5087 4.2988 3.6837
C -6.4337 5.6800 3.5640
C -5.3151 6.3561 4.0337
H -3.3938 6.1867 4.9812
H -3.5154 3.7390 5.1778
H -5.5156 2.5204 4.3577
H -7.3787 3.7683 3.3155
H -7.2458 6.2282 3.1016
H -5.2504 7.4330 3.9376
C 7.5774 -4.8873 3.7882
C 7.2509 -5.6607 2.6832
C 5.9197 -5.8531 2.3411
C 4.9169 -5.2740 3.1061
C 5.2425 -4.4997 4.2108
C 6.5739 -4.3062 4.5512
H 8.6157 -4.7334 4.0531
H 8.0341 -6.1097 2.0856
H 5.6650 -6.4531 1.4761
H 3.8775 -5.4204 2.8372
H 4.4588 -4.0411 4.8001
H 6.8289 -3.6990 5.4102
*
```


Molecular formula: C52H60CsN5O3PSi3
Method: DFT, the ωB97M-V functional and the def2-TZVPD basis

- Largest force on an atom: 1.68 eV Å⁻¹
- Lowest unoccupied orbital energy: 1.78 eV
- Energy: -101968.756 eV
- HOMO-LUMO gap: 5.32 eV
- E_HOMO: -0.1302 Ha

The geometry in ORCA input format:
```
! RIJCOSX wB97M-V def2-TZVPD def2/J DEFGRID3
* xyz -1 1
Cs 0.5978 -0.4444 1.4171
O 1.6603 0.1468 6.2242
C 1.4384 0.2136 4.9924
N 1.2363 -0.7753 4.1449
C 1.2950 -2.0526 4.8175
C 0.8148 -3.2497 4.0233
C 0.7434 -4.4834 4.6843
C 0.3351 -5.6051 3.9971
C -0.0091 -5.4812 2.6556
C 0.0736 -4.2263 2.0827
N 0.4844 -3.1411 2.7404
C 1.3764 1.6363 4.4187
C 1.2662 2.6964 5.3202
C 1.2240 3.9898 4.8434
C 1.3145 4.2038 3.4746
C 1.4304 3.0987 2.6502
N 1.4621 1.8477 3.1049
H 0.7315 -2.0270 5.7632
H 2.3235 -2.2791 5.1476
H 1.0112 -4.5369 5.7322
H 0.2776 -6.5651 4.4961
H -0.3474 -6.3257 2.0706
H -0.2071 -4.0729 1.0489
H 1.2252 2.4551 6.3727
H 1.1295 4.8254 5.5270
H 1.2898 5.1989 3.0493
H 1.5134 3.2192 1.5747
C -2.8355 -2.6562 2.1248
O -2.3998 -1.9762 0.9864
Si -2.8715 -2.3978 -0.5988
C -1.8080 -3.9092 -1.0281
C -4.6120 -3.1329 -0.3470
C -2.7544 -1.0241 -1.7291
Si -3.9440 0.3100 -1.4028
C -4.3025 0.5473 0.4464
C -3.4646 2.0550 -2.0115
C -5.6566 0.0493 -2.1998
Si -2.0418 -1.2354 -3.3723
C -1.9023 0.3802 -4.3674
C -0.2796 -1.9426 -3.4634
C -3.0345 -2.3798 -4.5326
H -3.9034 -2.4873 2.3128
H -2.2739 -2.2964 2.9917
H -2.6763 -3.7410 2.0587
H -1.9272 -4.6774 -0.2597
H -0.7515 -3.6450 -1.0963
H -2.0997 -4.3491 -1.9836
H -4.6014 -4.0589 0.2327
H -5.0482 -3.3499 -1.3251
H -5.2819 -2.4340 0.1565
H -3.3711 0.5588 1.0090
H -4.9184 -0.2548 0.8571
H -4.8299 1.4914 0.6120
H -2.3875 2.1702 -2.1116
H -3.8260 2.8015 -1.3001
H -3.9118 2.2829 -2.9808
H -6.1014 -0.8848 -1.8508
H -5.5565 -0.0249 -3.2859
H -6.3507 0.8635 -1.9797
H -1.2009 1.0771 -3.9025
H -2.8566 0.8969 -4.4717
H -1.5340 0.1478 -5.3701
H 0.3752 -1.4608 -2.7365
H 0.1284 -1.7773 -4.4649
H -0.2563 -3.0167 -3.2734
H -4.0612 -2.0192 -4.6287
H -3.0870 -3.3919 -4.1238
H -2.5989 -2.4445 -5.5325
C -3.5578 2.7336 4.0957
C -2.6152 1.8188 3.5973
N -1.9305 2.0065 2.4947
C -2.1466 3.1367 1.8027
C -3.0509 4.1260 2.2172
C -3.7710 3.8950 3.4019
C -3.2160 5.3186 1.4343
C -2.5165 5.5072 0.2954
C -1.5984 4.5092 -0.1750
C -0.8736 4.6478 -1.3703
C -0.0428 3.6349 -1.7748
C 0.0482 2.4893 -0.9692
N -0.6091 2.3404 0.1556
C -1.4204 3.3262 0.5599
H -4.0930 2.5109 5.0082
H -2.4155 0.8969 4.1333
H -4.4854 4.6330 3.7471
H -3.9207 6.0647 1.7817
H -2.6456 6.4063 -0.2952
H -0.9937 5.5449 -1.9662
H 0.5121 3.6957 -2.7018
H 0.6699 1.6480 -1.2543
O 1.8171 -0.8977 -0.9792
P 3.1486 -0.4659 -1.4793
C 3.1022 0.1627 -3.1687
C 3.3969 -0.6756 -4.2380
C 3.2165 -0.2371 -5.5408
C 2.7409 1.0415 -5.7832
C 2.4437 1.8856 -4.7217
C 2.6221 1.4468 -3.4212
C 3.8987 0.7992 -0.4238
C 3.7839 0.5807 0.9515
C 4.3591 1.4570 1.8536
C 5.0554 2.5635 1.3878
C 5.1870 2.7827 0.0244
C 4.6179 1.8999 -0.8818
C 4.3306 -1.8310 -1.4639
C 3.8384 -3.1052 -1.2050
C 4.7100 -4.1850 -1.1637
C 6.0651 -3.9905 -1.3817
C 6.5591 -2.7165 -1.6400
C 5.6937 -1.6378 -1.6786
H 3.7523 -1.6822 -4.0549
H 3.4356 -0.9013 -6.3659
H 2.5911 1.3798 -6.8001
H 2.0632 2.8811 -4.9088
H 2.3786 2.1056 -2.5975
H 3.2389 -0.2835 1.3089
H 4.2420 1.2800 2.9137
H 5.4916 3.2596 2.0923
H 5.7330 3.6449 -0.3367
H 4.7376 2.0715 -1.9441
H 2.7775 -3.2363 -1.0340
H 4.3270 -5.1754 -0.9566
H 6.7439 -4.8327 -1.3445
H 7.6184 -2.5668 -1.8020
H 6.0791 -0.6423 -1.8660
*
```


Molecular formula: C52H62F3N8O2
Method: DFT, the ωB97M-V functional and the def2-TZVPD basis

- Largest force on an atom: 3.34 eV Å⁻¹
- Lowest unoccupied orbital energy: -16.39 eV
- Energy: -79014.861 eV
- HOMO-LUMO gap: 6.20 eV
- E_HOMO: -0.8302 Ha

The geometry in ORCA input format:
```
! RIJCOSX wB97M-V def2-TZVPD def2/J DEFGRID3
* xyz 7 1
C 2.4346 3.5336 19.3043
O 1.9654 2.8344 18.0881
O 3.3378 4.5760 19.0244
C 1.1770 3.9207 20.2978
F 0.2212 2.9167 20.4656
F 1.5442 4.1718 21.5238
F 0.3909 4.9915 19.9040
C 1.0693 3.5951 17.1746
C 0.7884 2.8177 15.8355
H 0.1190 2.0409 16.2051
H 0.4415 3.5411 15.0976
H 1.6897 2.3091 15.4933
H 1.5788 4.5501 17.0466
H 0.1247 3.8186 17.6704
H 2.9199 2.7268 19.8535
C 8.6825 8.2138 17.3351
N 7.2783 7.8447 17.0966
C 6.4571 7.4755 18.0900
C 5.1976 7.1158 17.7897
C 4.6847 7.1033 16.4504
C 5.6008 7.3648 15.4370
C 6.8938 7.8613 15.7840
C 3.2517 6.8448 16.1806
C 2.8086 6.3406 14.9558
C 1.4538 6.3014 14.6914
N 0.5846 6.5857 15.6420
C 0.9468 6.9935 16.8836
C 2.2957 7.1548 17.1644
C -0.8778 6.3628 15.2942
H 9.1206 7.3329 17.8043
H 8.6540 9.0329 18.0537
H 9.2484 8.4937 16.4465
H 6.8721 7.5684 19.0828
H 4.5447 6.9289 18.6295
H 5.3882 7.2636 14.3830
H 7.6955 7.9337 15.0641
H 3.4891 6.0350 14.1748
H 1.0123 5.8461 13.8172
H 0.1248 7.1314 17.5703
H 2.5463 7.5319 18.1449
H -1.1406 5.3867 15.7018
H -0.9889 6.5318 14.2231
H -1.4824 7.1385 15.7642
C 9.6004 3.0982 20.4361
N 8.6582 3.0872 19.3604
C 7.3600 2.8097 19.6063
C 6.4442 2.7922 18.5890
C 6.9276 2.9927 17.2502
C 8.2697 3.1890 17.0415
C 9.1178 3.2371 18.1169
C 6.0106 2.7755 16.0588
C 4.7950 3.3885 15.7937
C 4.0839 3.1860 14.5762
N 4.6553 2.3599 13.5898
C 5.8409 1.7592 13.7896
C 6.4675 1.9749 15.0193
C 3.9866 2.3060 12.3018
H 10.5311 3.6055 20.1821
H 9.8026 2.0414 20.6100
H 9.2185 3.5614 21.3459
H 7.1965 2.4453 20.6098
H 5.4314 2.4466 18.7344
H 8.6654 3.3065 16.0435
H 10.1837 3.3528 17.9871
H 4.4270 4.0165 16.5916
H 3.1415 3.6739 14.3753
H 6.2597 1.1775 12.9818
H 7.4401 1.5571 15.2336
H 4.3515 1.4733 11.7006
H 4.1916 3.2172 11.7399
H 2.9155 2.1384 12.4154
C 2.6733 7.2764 21.2653
N 4.1035 7.6120 21.5533
C 4.9511 6.5647 21.5293
C 6.2758 6.6270 21.8515
C 6.6835 7.7984 22.5323
C 5.8140 8.9038 22.5440
C 4.5074 8.7735 22.1008
C 7.9469 7.8269 23.2787
C 8.8822 8.9536 23.2514
C 10.0572 8.9256 24.0441
N 10.3942 7.7817 24.6907
C 9.5292 6.7434 24.7674
C 8.3139 6.7418 24.1060
C 11.6512 7.6517 25.3704
H 2.4003 6.3489 21.7684
H 2.5545 7.0417 20.2075
H 1.9945 8.0732 21.5694
H 4.4573 5.6317 21.3009
H 6.8858 5.7369 21.8936
H 6.0396 9.8281 23.0551
H 3.6859 9.4745 22.1162
H 8.7526 9.8131 22.6104
H 10.7983 9.7110 24.0630
H 9.7961 5.9046 25.3933
H 7.6060 5.9409 24.2602
H 12.1625 7.0622 24.6094
H 11.4857 7.2151 26.3554
H 12.1082 8.6407 25.4064
C 3.4283 1.8122 23.8860
N 3.1334 1.0838 22.7052
C 1.9427 1.2527 22.1295
C 1.5625 0.4601 21.0521
C 2.4817 -0.3842 20.4294
C 3.7879 -0.3877 20.9037
C 4.1163 0.3614 22.0810
C 2.0963 -1.1789 19.2424
C 1.4322 -0.5120 18.1656
C 1.0425 -1.3313 17.0909
N 1.2842 -2.6912 17.0455
C 2.0188 -3.2952 18.0512
C 2.4006 -2.5854 19.1459
C 0.9961 -3.3507 15.7852
H 2.6557 1.6776 24.6430
H 3.6544 2.8422 23.6099
H 4.2835 1.3359 24.3653
H 1.1895 1.8148 22.6615
H 0.5612 0.4606 20.6473
H 4.5616 -1.0114 20.4810
H 5.0624 0.3605 22.6019
H 1.1619 0.5336 18.1686
H 0.5082 -0.9754 16.2223
H 2.1880 -4.3614 18.0197
H 2.7425 -3.1190 20.0204
H 1.1630 -4.4159 15.9455
H 1.6686 -2.9519 15.0258
H -0.0430 -3.2914 15.4615
*
```


Molecular formula: C52H62IrN7O2S2
Method: DFT, the ωB97M-V functional and the def2-TZVPD basis

- Largest force on an atom: 3.03 eV Å⁻¹
- Lowest unoccupied orbital energy (alpha / beta): -3.62 / -5.45 eV
- Energy: -93960.678 eV
- HOMO-LUMO gap (alpha / beta): 6.64 / 4.81 eV
- E_HOMO (alpha / beta): -0.3771 / -0.3770 Ha

The geometry in ORCA input format:
```
! RIJCOSX wB97M-V def2-TZVPD def2/J DEFGRID3
* xyz 1 2
Ir 0.0373 0.1108 0.1328
S -1.6231 0.4282 -1.7651
C -2.8579 0.0650 -0.6360
S -2.2884 -0.5814 0.8449
C -4.1822 0.3243 -0.9075
C -5.2113 -0.0286 -0.0002
N -6.0392 -0.3353 0.7397
C -4.5234 1.0285 -2.0920
N -4.7573 1.6402 -3.0398
C -0.1257 -1.7129 -3.8580
C 1.0858 -0.8271 -3.5521
C 1.7056 -0.3063 -4.8564
C 2.1337 -1.5822 -2.7576
C 2.6333 -2.7547 -3.3039
C 3.6615 -3.4461 -2.6929
C 4.2346 -2.9178 -1.5558
C 3.7868 -1.7366 -0.9642
C 4.6669 -1.3017 0.2179
C 4.0471 -0.6103 1.4386
C 5.8470 -0.4736 -0.3202
C 2.6834 -1.0865 -1.5580
N 2.1043 0.0854 -0.9694
C 2.8447 1.1217 -0.9554
C 2.6141 2.4102 -0.3503
C 3.7564 3.1942 -0.1600
C 3.7005 4.4704 0.3617
C 2.4589 5.0206 0.6705
C 1.3149 4.2899 0.4541
C 1.3478 2.9572 -0.0249
N 0.1785 2.2670 -0.1124
C -0.9701 3.0063 -0.4205
C -1.0495 3.6254 -1.7015
C -2.2134 4.2904 -2.0464
C -3.2826 4.3809 -1.1736
C -3.1893 3.8097 0.0862
C -2.0574 3.1223 0.4849
C -1.9716 2.6269 1.9154
C -3.3250 2.1746 2.4783
C -1.4097 3.7359 2.8184
C 0.0619 3.5344 -2.7350
C -0.4681 3.0042 -4.0734
C 0.7254 4.9054 -2.9225
H -0.8864 -1.1517 -4.4004
H -0.5670 -2.0805 -2.9350
H 0.1598 -2.5717 -4.4660
H 0.7439 0.0322 -2.9708
H 1.8934 -1.1254 -5.5513
H 2.6571 0.1947 -4.6686
H 1.0312 0.4033 -5.3367
H 2.2297 -3.1266 -4.2359
H 4.0355 -4.3689 -3.1152
H 5.0840 -3.4225 -1.1119
H 5.0974 -2.2301 0.6005
H 3.3888 0.2127 1.1810
H 4.8563 -0.2152 2.0543
H 3.4928 -1.3181 2.0543
H 5.5369 0.5404 -0.5733
H 6.2694 -0.9318 -1.2135
H 6.6337 -0.4053 0.4318
H 3.8171 1.0496 -1.4435
H 4.7215 2.7720 -0.4136
H 4.6057 5.0426 0.5066
H 2.3891 6.0216 1.0739
H 0.3513 4.7123 0.7014
H -2.2994 4.7393 -3.0260
H -4.1794 4.9098 -1.4649
H -4.0153 3.9147 0.7757
H -1.2775 1.7835 1.9343
H -3.8860 3.0227 2.8746
H -3.1740 1.4690 3.2953
H -3.9439 1.6838 1.7308
H -2.0299 4.6304 2.7435
H -0.3876 4.0034 2.5482
H -1.4169 3.4072 3.8592
H 0.8196 2.8290 -2.3907
H -1.1692 3.7002 -4.5309
H -0.9788 2.0521 -3.9248
H 0.3578 2.8562 -4.7703
H 0.0198 5.6161 -3.3534
H 1.5827 4.8268 -3.5924
H 1.0707 5.3052 -1.9701
C -3.9961 -2.4481 4.5011
C -3.8944 -3.0223 3.1161
C -4.7250 -2.5770 2.0924
C -4.6023 -3.0789 0.8117
C -3.6296 -4.0305 0.5070
N -3.5665 -4.4747 -0.8288
C -2.6826 -5.2728 -1.5144
O -3.0407 -5.9240 -2.4707
N -1.3494 -5.3405 -1.1059
C -0.4905 -4.4111 -0.5355
C 0.7259 -4.8642 -0.0184
C 1.5915 -3.9624 0.5639
C 1.2418 -2.6259 0.5913
N 0.1124 -2.1786 0.0495
C -0.7439 -3.0434 -0.4897
C -2.8244 -4.5173 1.5345
C -2.9630 -4.0121 2.8178
H -4.9948 -2.0611 4.6960
H -3.2928 -1.6168 4.6098
H -3.7526 -3.1946 5.2569
H -5.4748 -1.8225 2.2933
H -5.2664 -2.7245 0.0318
H -4.4323 -4.3857 -1.3397
H -0.9004 -6.1609 -1.4832
H 0.9677 -5.9192 -0.0567
H 2.5325 -4.2875 0.9837
H 1.8584 -1.8864 1.0747
H -1.6613 -2.6385 -0.8957
H -2.1233 -5.3185 1.3542
H -2.3370 -4.4074 3.6094
C 2.5820 1.3357 3.8760
C 1.3665 1.4545 2.9699
O 0.8426 0.1890 2.5382
C 0.0541 -0.4311 3.5651
C -0.0527 -1.9235 3.3538
H 2.8161 2.3229 4.2736
H 3.4431 0.9682 3.3226
H 2.3991 0.6670 4.7156
H 1.6464 1.9886 2.0669
H 0.5724 2.0086 3.4772
H -0.9440 0.0253 3.5738
H 0.5215 -0.2281 4.5302
H -0.6087 -2.1453 2.4447
H -0.5811 -2.3606 4.1996
H 0.9373 -2.3755 3.2919
*
```